# 1
# C6H8

A single C6H8 molecule (ωB97M-V/def2-TZVPD, the OMol25 dataset).

## Properties
- highest occupied orbital energy (eV) = -8.5
- energy relative to the best compared isomer or geometry (same formula, charge and spin) (kcal per mole) = 72.88
- electronic energy (hartree) = -233.270855
- LUMO (eV) = 0.41

```
14
C6H8, DFT ωB97M-V/def2-TZVPD
C -1.705 0.351 -0.076
C 0.229 0.323 -1.311
C 1.411 0.660 -0.439
C 1.384 -0.245 0.774
C 0.297 -1.011 0.731
C -0.551 -0.634 -0.468
H -2.049 0.126 0.937
H -2.536 0.274 -0.780
H -1.368 1.396 -0.082
H 1.408 1.737 -0.209
H 2.307 0.529 -1.066
H 2.145 -0.257 1.548
H 0.017 -1.772 1.457
H -0.989 -1.476 -1.016
```

# 2
# C2H3Br2FO

2 unconnected molecules or ions with the total composition C2H3Br2FO at a distorted geometry (ωB97M-V/def2-TZVPD, the OMol25 dataset).

## Properties
- highest occupied orbital energy (alpha / beta) (eV) = -8.4 / -9.9
- energy relative to the best compared isomer or geometry (same formula, charge and spin) (kcal per mole) = 71.51
- electronic energy (hartree) = -5401.035307
- LUMO (alpha / beta) (eV) = -3.82 / -1.89

```
9
C2H3Br2FO, DFT ωB97M-V/def2-TZVPD
C -0.750 -0.092 -0.222
C 0.213 0.348 0.695
O 1.509 0.082 0.603
F -0.169 1.130 1.707
Br -0.615 1.874 -1.667
Br -1.452 -3.278 0.434
H -1.704 0.075 0.123
H -0.649 -0.915 -0.856
H 1.982 0.473 1.282
```

# 3
# C10H16

2 unconnected molecules or ions with the total composition C10H16 at a distorted geometry (ωB97M-V/def2-TZVPD, the OMol25 dataset).

## Properties
- highest occupied orbital energy (eV) = -9.0
- energy relative to the best compared isomer or geometry (same formula, charge and spin) (kcal per mole) = 17.14
- structure (SMILES) = Cc1ccccc1.CCC
- electronic energy (hartree) = -390.608562
- LUMO (eV) = 1.02

```
26
C10H16, DFT ωB97M-V/def2-TZVPD
C -1.844 -1.094 1.951
C -0.490 -1.631 1.616
C 0.042 -2.740 2.249
C 1.214 -3.346 1.790
C 1.906 -2.825 0.705
C 1.364 -1.710 0.079
C 0.217 -1.090 0.539
H -2.487 -1.277 1.078
H -1.877 -0.020 2.112
H -2.343 -1.596 2.772
H -0.506 -3.270 3.023
H 1.480 -4.247 2.319
H 2.868 -3.261 0.480
H 1.801 -1.357 -0.830
H -0.258 -0.399 -0.135
C -0.251 1.741 -2.647
C -0.602 2.567 -1.428
C 0.365 3.783 -1.189
H 0.402 0.883 -2.467
H 0.355 2.299 -3.363
H -1.115 1.410 -3.222
H -1.573 3.045 -1.527
H -0.522 2.002 -0.516
H -0.226 4.659 -0.926
H 1.081 3.578 -0.394
H 0.998 3.897 -2.069
```

# 4
# C4H14N4

3 unconnected molecules or ions with the total composition C4H14N4 at a distorted geometry (ωB97M-V/def2-TZVPD, the OMol25 dataset).

## Properties
- highest occupied orbital energy (alpha / beta) (eV) = -6.2 / -6.2
- energy relative to the best compared isomer or geometry (same formula, charge and spin) (kcal per mole) = 135.45
- electronic energy (hartree) = -379.617963
- LUMO (alpha / beta) (eV) = -0.08 / -0.05

```
22
C4H14N4, DFT ωB97M-V/def2-TZVPD
C 0.689 -0.932 -0.703
C 1.371 -1.834 0.287
N -1.421 -0.693 0.894
N -1.672 0.513 1.282
N -2.389 -1.278 0.175
H -2.049 -2.105 -0.296
H -2.990 -0.682 -0.398
H -0.668 1.084 1.428
H -2.440 1.005 0.806
H 1.331 -0.644 -1.535
H -0.237 -1.307 -1.132
H 0.727 -2.050 1.143
H 1.684 -2.795 -0.146
H 2.279 -1.364 0.681
C 0.287 1.934 -1.119
C 1.053 1.231 -0.031
N 0.724 1.502 1.218
H 1.371 1.067 1.871
H 2.085 0.973 -0.263
H -0.789 1.830 -0.959
H 0.517 3.003 -1.100
H 0.536 1.541 -2.103
```

# 5
# C21H24N2O4

A molecular structure, C21H24N2O4 at a distorted geometry (ωB97M-V/def2-TZVPD, the OMol25 dataset).

## Properties
- highest occupied orbital energy (eV) = -8.0
- energy relative to the best compared isomer or geometry (same formula, charge and spin) (kcal per mole) = 469.45
- electronic energy (hartree) = -1224.449999
- LUMO (eV) = 0.49

```
51
C21H24N2O4, DFT ωB97M-V/def2-TZVPD
O 4.068 2.638 1.020
C 3.224 2.512 0.064
N 1.839 2.395 -0.017
C 1.080 2.292 1.082
C -0.248 2.200 0.795
C -1.017 1.738 1.831
C -2.266 1.377 1.627
C -3.373 1.141 2.409
C -2.905 1.157 3.743
C -1.629 1.452 4.187
C -0.651 1.575 2.977
C 0.690 2.059 3.223
C 1.515 2.507 2.456
H 2.576 2.442 2.580
H 0.946 2.162 4.357
H -1.137 1.408 5.229
H -3.572 0.950 4.780
H -4.267 0.819 2.345
H -2.918 1.289 0.409
H -0.427 1.846 -0.254
H 1.556 2.411 -1.000
C 4.105 2.271 -1.471
H 3.481 3.018 -2.155
H 5.154 2.446 -1.354
O 3.625 1.119 -2.212
C 2.541 0.746 -2.493
O 1.736 1.685 -2.590
C 2.525 -0.780 -3.113
N 1.537 -1.334 -2.449
C 1.028 -1.025 -1.159
O 1.624 -0.288 -0.665
C -0.311 -1.516 -0.823
C -0.256 -3.202 -0.762
C -1.504 -3.595 -0.128
C -2.693 -3.147 -0.953
C -2.818 -1.859 -1.078
C -1.583 -1.023 -1.661
H -1.238 -1.625 -2.472
H -1.473 -0.068 -1.590
H -3.493 -1.452 -1.663
H -2.857 -1.373 0.215
H -2.444 -3.741 -1.988
H -3.552 -3.554 -0.550
H -1.428 -4.701 -0.124
H -1.592 -3.369 0.720
H -0.233 -3.500 -1.672
H 0.589 -3.467 -0.036
H -0.464 -1.226 0.466
H 0.763 -1.905 -3.204
H 3.629 -1.225 -2.730
H 2.520 -0.684 -4.145
```

# 6
# C3HIN2

2 unconnected molecules or ions with the total composition C3HIN2 at a distorted geometry (ωB97M-V/def2-TZVPD, the OMol25 dataset).

## Properties
- highest occupied orbital energy (alpha / beta) (eV) = -10.2 / -10.3
- energy relative to the best compared isomer or geometry (same formula, charge and spin) (kcal per mole) = 32.88
- electronic energy (hartree) = -522.012897
- LUMO (alpha / beta) (eV) = -3.99 / -4.00

```
7
C3HIN2, DFT ωB97M-V/def2-TZVPD
C 0.076 0.500 1.193
C 0.207 -1.300 -0.566
C -0.418 -0.230 0.090
N 0.543 1.104 2.054
N 0.801 -2.175 -1.069
I 0.244 2.042 -1.690
H -1.453 0.060 -0.011
```

# 7
# C4H15N2O2

3 unconnected molecules or ions with the total composition C4H15N2O2 at a distorted geometry (ωB97M-V/def2-TZVPD, the OMol25 dataset).

## Properties
- highest occupied orbital energy (eV) = -13.5
- energy relative to the best compared isomer or geometry (same formula, charge and spin) (kcal per mole) = 184.34
- total charge = +1
- electronic energy (hartree) = -420.899688
- LUMO (eV) = -8.72

```
23
C4H15N2O2, DFT ωB97M-V/def2-TZVPD
C 1.644 -0.010 -1.883
O 2.789 0.380 -1.111
C 0.277 0.387 -1.126
C -0.839 -0.536 -1.578
C -2.143 -0.205 -0.867
N -2.983 -1.364 -0.707
N 0.361 0.428 0.274
H 1.652 -1.108 -2.019
H 1.626 0.434 -2.869
H 2.471 0.410 -0.215
H -0.018 1.451 -1.377
H -0.639 -1.556 -1.263
H -0.879 -0.528 -2.682
H -2.767 0.622 -1.247
H -1.816 0.161 0.122
H 1.932 -1.250 2.279
H -2.822 -1.742 0.213
H -3.866 -1.460 -1.175
H 2.311 -0.638 2.466
H 0.847 1.326 0.460
H 0.205 1.932 4.741
H 1.580 1.199 5.116
O 1.076 1.668 4.446
```

# 8
# C2H24BeO12

A molecular structure, C2H24BeO12 at a distorted geometry (ωB97M-V/def2-TZVPD, the OMol25 dataset).

## Properties
- highest occupied orbital energy (eV) = -9.7
- energy relative to the best compared isomer or geometry (same formula, charge and spin) (kcal per mole) = 0.00
- electronic energy (hartree) = -1008.355581
- LUMO (eV) = -0.29

```
39
C2H24BeO12, DFT ωB97M-V/def2-TZVPD
Be 1.161 21.028 13.184
O -0.358 21.083 13.206
C -0.562 22.029 12.159
C 0.793 22.786 11.972
O 1.733 21.710 11.994
H -1.306 22.753 12.411
H -0.782 21.435 11.224
H 1.044 23.321 12.921
H 0.792 23.347 11.054
O -2.689 20.620 14.417
H -3.236 21.284 14.067
H -1.801 20.919 14.272
O 1.478 24.062 8.147
H 2.138 24.074 7.497
H 1.952 23.807 8.940
O 4.433 20.806 13.645
H 4.887 19.976 13.421
H 4.541 21.358 12.882
O 3.251 22.542 9.742
H 2.652 22.352 10.443
H 2.966 21.938 9.091
O -1.466 19.914 9.201
H -1.687 19.858 10.147
H -1.876 20.720 8.902
O -2.189 19.410 11.786
H -2.866 19.019 12.367
H -2.078 20.209 12.259
O 2.002 21.241 14.618
H 1.755 20.794 15.435
H 2.930 21.143 14.358
O 1.240 20.038 9.859
H 0.318 20.113 9.555
H 1.337 20.816 10.357
O 1.597 19.302 12.862
H 1.722 19.090 11.944
H 0.977 18.653 13.246
O -2.591 23.495 10.104
H -2.203 22.998 10.816
H -1.892 23.796 9.533
```

Q: Which value of energy relative to the best compared isomer or geometry (same formula, charge and spin) does entry 8 give?
A: 0.00 kcal per mole

Q: Which of these has the lowest electronic energy?
A: C2H3Br2FO

Q: electronic energy of number 6 (C3HIN2)?
A: -522.012897 hartree

Q: What is the energy relative to the best compared isomer or geometry (same formula, charge and spin) in the eighth record?
A: 0.00 kcal per mole